{"formula": "CHLiOPd", "method": "ωB97M-V with the def2-TZVPD basis set", "fmax_ev_per_a": 8.11, "s_squared": 2.012, "e_tot_ha": -249.07539, "multiplicity": 3, "total_charge": 0, "elements": ["H", "O", "C", "Pd", "Li"], "coordinates": [[-0.7738, 0.0623, 1.5476], [0.3734, -0.5683, -0.5708], [0.2275, 0.6063, 0.1268], [-1.3826, -0.4383, -0.2223], [1.5555, 0.3380, -0.8813]], "forces_ev_per_angstrom": [[-0.143, -0.029, -1.859], [4.409, -1.562, -0.606], [-1.240, -0.342, 1.494], [-7.603, 0.257, 2.824], [4.577, 1.675, -1.853]]}